Record 1
A single C15H17N5O4S molecule in a non-equilibrium geometry, computed with the ωB97M-V functional and the def2-TZVPD basis.

Geometry as XYZ:
```
42
Properties=species:S:1:pos:R:3:forces:R:3
O -0.980244 0.304490 -0.986482 -0.643 0.515 0.118
O 0.680646 3.586932 -0.752020 0.024 -0.182 -0.370
O 1.386916 -1.951001 4.668720 -1.396 1.240 -0.183
O 0.636096 1.201815 -6.397939 2.699 2.578 -2.038
S 0.814514 2.250265 -3.596384 0.861 0.760 -1.941
C -0.623936 0.845099 -2.017942 -0.130 -3.184 0.949
C 0.819611 2.382828 -0.883039 0.858 2.023 2.743
C 0.260024 -1.764063 4.184766 3.758 -2.678 -0.384
C -1.716965 -0.777969 -3.806629 0.033 -0.378 -0.818
C -1.730212 -1.128059 -5.181695 2.769 3.510 -0.162
C -0.902653 0.254078 -3.358915 0.856 1.691 -1.805
C -0.890505 -0.371348 -6.106088 -1.396 -1.448 2.288
C -0.126903 0.960454 -4.311033 -0.826 -0.457 2.392
N 0.335774 1.815607 -2.055961 -0.802 -1.929 -0.683
N -0.724056 -2.748886 4.282180 0.213 2.350 -1.289
N 1.321073 1.630313 0.172924 1.136 -0.081 -2.548
N -0.046739 -0.861394 3.180091 1.282 0.572 0.216
N -0.099818 0.645780 -5.609381 -2.033 -2.454 0.043
C -1.877343 -2.167027 3.692534 -1.638 0.621 -0.952
C -1.393439 -0.981049 2.779976 -1.576 -0.444 0.124
C 1.324836 2.244409 1.484099 0.313 -0.308 1.167
C 2.152919 0.376870 0.070142 -2.598 -0.279 1.884
C 0.426056 1.407047 2.356787 3.498 -1.293 2.033
C 1.490615 -0.604187 1.110198 0.315 1.244 -0.321
C 0.980298 -0.050764 2.422887 -0.310 0.778 2.042
H -2.313862 -1.334055 -3.112695 -0.248 -0.137 0.290
H -2.352006 -1.860198 -5.578389 -0.896 -1.269 -0.432
H -0.719239 -0.556600 -7.191579 -0.357 0.207 1.195
H -0.817886 -3.438332 4.987543 0.435 -0.052 0.773
H -2.375048 -2.900654 3.046823 -0.515 0.267 0.533
H -2.497472 -1.674243 4.444459 -0.594 -0.612 -0.015
H -2.070903 -0.069838 2.919599 1.068 -1.027 -0.067
H -1.471244 -1.291541 1.747682 -0.026 0.132 -0.541
H 0.965974 3.260966 1.570202 0.160 0.225 -0.914
H 2.345967 2.223803 1.914731 -0.299 0.065 -0.358
H 2.111937 -0.093323 -0.901361 -0.348 0.192 -0.365
H 3.183684 0.423132 0.339277 0.898 1.244 0.104
H -0.548913 1.450865 2.076400 -2.840 0.049 -1.229
H 0.471004 1.749378 3.405031 -0.062 0.149 -0.351
H 2.103326 -1.445937 1.260124 0.823 -1.126 0.293
H 0.643769 -0.879217 0.619236 -2.503 -1.360 -1.624
H 1.824348 -0.064444 3.111121 0.038 0.287 0.204
```
Forces are in eV/Å.

Calculated values
* HOMO-LUMO gap: 8.057 eV
* molecular weight: 363.4 g/mol
* HOMO energy: -8.645 eV
* charge: 0


Record 2
A molecular structure, C15H17N7NiO2S in a non-equilibrium geometry, computed with the ωB97M-V functional and the def2-TZVPD basis.

Geometry as XYZ:
```
43
Properties=species:S:1:pos:R:3:forces:R:3
Ni 0.395564 0.334550 0.039343 0.475 -0.088 0.857
C 3.790124 3.686337 -2.029769 0.945 0.881 -1.498
O 2.455430 3.217247 -1.927489 -0.298 0.073 -0.070
C 2.111903 2.241033 -1.116301 -1.208 -0.239 0.239
O 0.892675 1.968702 -1.020847 1.585 0.485 -0.010
N 3.096891 1.640538 -0.387988 -0.127 -0.044 -0.364
N 2.692609 0.562685 0.436844 -1.209 2.617 0.923
H 3.773490 4.709789 -2.508163 -0.262 -1.297 0.482
H 4.423610 3.011552 -2.628607 -0.503 0.185 -0.025
H 4.287223 3.780000 -1.092926 0.047 0.173 1.071
H 4.039370 1.652889 -0.791067 -0.395 -0.294 0.343
H 2.747256 0.871720 1.422533 0.167 -0.603 -0.729
H 3.188010 -0.259025 0.246945 0.931 -1.345 -0.316
C -1.450479 -3.222867 -0.549322 -1.016 0.229 -0.399
N -2.470096 -2.133821 -0.460900 0.821 -0.769 0.167
C -3.856326 -2.346846 -0.084576 0.275 -0.861 -0.067
C -1.994578 -0.927897 -0.503853 -0.209 1.129 -0.140
N -1.601369 0.163902 -0.613660 0.207 -0.517 0.151
H -1.855171 -3.924706 -1.286360 0.462 0.031 -0.063
H -1.340347 -3.770347 0.390882 0.105 0.390 0.059
H -0.515695 -2.746241 -0.880197 -0.281 -0.517 0.163
H -4.290921 -3.181577 -0.642694 0.216 0.155 -0.120
H -4.384523 -1.455606 -0.310066 -0.645 0.748 -0.200
H -3.968519 -2.561876 0.964732 0.081 -0.060 0.542
S 0.351914 -0.397007 2.239764 0.866 -0.392 -0.695
C -1.242197 -0.058923 2.836698 0.507 0.100 -0.179
C -2.194702 -1.026930 3.022498 0.224 -1.442 -0.502
C -3.462811 -0.670773 3.413994 -1.117 -0.584 0.199
C -3.801394 0.645902 3.618566 1.128 -0.003 -0.575
C -2.805178 1.619735 3.422562 -2.416 -0.487 0.875
C -1.551816 1.262288 3.091189 0.447 0.263 -0.168
H -1.964956 -2.083884 2.779850 -0.045 0.752 0.295
H -4.235598 -1.440512 3.521616 0.312 0.217 0.032
H -4.811406 0.867690 3.843115 -0.731 0.526 0.322
H -3.097522 2.630237 3.567892 0.077 0.862 0.073
H -0.816615 2.027890 2.989048 0.557 0.259 -0.187
N 1.161188 -0.815202 -1.401830 0.617 -0.189 -1.388
C 1.843235 -0.751010 -2.352229 -0.181 -0.316 0.508
C 2.781497 -0.677725 -3.388550 -0.356 -0.062 0.377
C 3.999082 -0.051314 -2.991052 -0.631 -0.023 -0.250
N 4.864356 0.549640 -2.510209 0.084 -0.240 -0.123
C 2.483425 -1.236525 -4.669124 0.864 0.786 1.530
N 2.333365 -1.703711 -5.700294 -0.365 -0.487 -1.142
```
Forces are in eV/Å.

Calculated values
* HOMO-LUMO gap (alpha / beta): 8.393 / 8.028 eV
* molecular weight: 418.1 g/mol
* HOMO energy (alpha / beta): -7.994 / -8.155 eV
* <S²>: 2.0071
* multiplicity: 3
* charge: 0


Record 3
A single C15H17NO4 molecule, computed with the ωB97M-V functional and the def2-TZVPD basis.

Geometry as XYZ:
```
37
Properties=species:S:1:pos:R:3:forces:R:3
C 0.097317 3.071187 -1.726631 -0.239 -0.408 0.080
C -0.896357 2.010386 -1.280644 -0.158 0.466 0.074
O -0.260275 0.754001 -1.410965 0.074 -0.310 -0.105
C -0.934119 -0.373748 -1.038994 0.221 -0.147 -0.072
C -2.190770 -0.398660 -0.456072 0.091 0.200 -0.120
C -2.751752 -1.604256 -0.062783 -0.032 -0.092 -0.004
C -2.068467 -2.787890 -0.251349 -0.115 -0.013 0.098
C -0.820386 -2.777705 -0.853684 0.252 0.128 -0.131
C -0.248987 -1.585033 -1.258114 -0.089 0.194 0.012
O 0.953912 -1.503522 -1.929950 -0.332 0.073 -0.098
C 2.056651 -2.172838 -1.358274 0.221 -0.246 0.201
C 2.507280 -1.534730 -0.037899 -0.100 -0.058 -0.376
O 3.115086 -2.156567 0.806873 0.132 -0.293 0.132
N 2.188869 -0.230096 0.052393 -0.108 0.426 -0.197
C 2.278114 0.495433 1.300747 -0.096 -0.303 0.167
C 0.914418 0.777632 1.842448 0.229 0.925 -0.094
C 0.256000 1.946924 2.089711 0.467 -0.489 -0.122
C -1.031161 1.583886 2.559637 -0.230 -0.529 0.106
C -1.058229 0.224470 2.553308 -0.526 0.697 0.252
O 0.111266 -0.270160 2.123025 0.349 -0.396 -0.093
H -0.362787 4.053494 -1.672575 -0.022 0.121 0.007
H 0.410996 2.878974 -2.748989 0.042 0.034 -0.105
H 0.974159 3.052813 -1.084593 0.105 0.044 0.074
H -1.186459 2.180259 -0.235065 -0.009 -0.081 -0.149
H -1.796662 2.039628 -1.908799 0.062 -0.058 0.088
H -2.734490 0.517155 -0.287042 0.009 0.105 0.004
H -3.728104 -1.606145 0.397716 -0.092 -0.006 0.034
H -2.502563 -3.724837 0.061347 -0.039 -0.086 0.021
H -0.294789 -3.705912 -1.015905 0.079 -0.078 -0.043
H 2.865376 -2.087175 -2.089817 -0.067 -0.053 0.124
H 1.864602 -3.235750 -1.178113 0.041 0.157 0.022
H 1.616838 0.173369 -0.682291 0.045 -0.104 0.111
H 2.814037 1.437503 1.154775 -0.075 -0.087 0.137
H 2.841196 -0.145722 1.987537 -0.002 0.194 -0.073
H 0.639411 2.939014 1.963772 0.171 0.190 -0.066
H -1.818912 2.245363 2.857488 -0.216 0.065 0.092
H -1.820258 -0.480748 2.817772 -0.042 -0.179 0.009
```
Forces are in eV/Å.

Calculated values
* HOMO-LUMO gap: 9.265 eV
* molecular weight: 275.3 g/mol
* HOMO energy: -8.491 eV
* charge: 0